(1)
The following is a quantum chemistry calculation of an isolated ion of composition C8H11N2O and charge +1 at a distorted geometry, from OMol25.

Structure (XYZ):
```
22
Properties=species:S:1:pos:R:3:forces:R:3
C -3.739 -0.158 0.944 -0.851 0.945 0.085
C -3.960 0.149 -0.362 -2.217 0.531 -0.566
C -1.867 0.047 0.026 0.646 -1.338 -0.755
C 0.170 -0.192 -1.702 -1.221 0.479 -1.136
C 1.664 -0.903 0.338 2.755 -1.101 -3.529
C 0.493 1.000 0.798 -6.634 -1.299 0.568
C 0.508 -1.116 -0.593 -1.220 -0.989 0.676
C -0.430 0.008 -0.335 1.139 3.015 2.249
N -2.408 -0.201 1.178 1.872 0.143 -0.683
N 1.832 0.566 0.551 0.082 0.627 1.553
O -2.755 0.201 -0.993 0.066 0.543 0.836
H -4.343 -0.165 1.828 -0.800 -0.245 -0.292
H -4.894 0.514 -0.928 1.879 -1.073 0.919
H 0.812 0.588 -2.141 0.010 -0.615 0.346
H -0.562 -0.604 -2.459 0.992 0.535 0.965
H 1.297 -1.189 1.256 -0.134 -1.271 2.263
H 2.655 -1.403 -0.007 -1.662 0.948 0.946
H 0.191 2.056 0.693 1.036 -0.358 -0.251
H 0.027 0.687 1.894 1.609 0.456 -2.808
H -0.032 -2.087 -0.524 1.098 0.486 -0.350
H 2.284 0.655 1.475 0.753 0.352 -0.896
H 2.188 1.215 -0.154 0.799 -0.771 -0.141
```
Forces are in eV/Å.

The calculation puts the LUMO energy at -3.41 eV. The orbital gap comes out at 0.3251 Ha. Its spin multiplicity is 1. The value obtained for the HOMO energy is -12.2602 eV. As for the charge: +1. As for the SMILES: c1coc([C@@]23C[NH2+]C[C@@H]2C3)n1.

***

(2)
The following is a quantum chemistry calculation of an isolated molecule of C5H6OS2 at a distorted geometry, from OMol25.

Structure (XYZ):
```
14
Properties=species:S:1:pos:R:3:forces:R:3
C 0.797 0.501 0.355 -0.783 2.875 0.642
C -0.521 1.014 -0.451 1.610 0.917 2.588
C -1.572 0.028 -0.385 -9.576 -3.092 2.152
C -2.780 -0.453 -0.097 8.566 3.434 -2.195
C 1.506 -0.611 -0.445 -1.748 -0.410 1.664
H -0.453 0.224 2.111 3.000 0.587 -1.596
H 1.549 1.301 0.513 -0.284 -0.093 -1.476
H -0.868 2.016 -0.035 0.301 -1.434 0.138
H -0.232 1.320 -1.407 0.486 -0.268 -1.828
H -3.781 -0.831 -0.051 0.287 -0.227 0.035
H 2.388 -2.504 -0.452 -1.540 -0.609 1.481
O 0.517 0.518 1.810 -2.761 -2.311 -0.087
S 1.332 -2.171 0.473 2.638 0.905 -2.753
S 2.118 -0.351 -1.940 -0.194 -0.275 1.234
```
Forces are in eV/Å.

The calculation puts the LUMO energy at -0.53 eV. The orbital gap comes out at 0.3139 Ha. Its spin multiplicity is 1. The value obtained for the HOMO energy is -9.0763 eV. As for the SMILES: C#CC[C@@H](O)C(=S)S.

***

(3)
The following is a quantum chemistry calculation of an isolated molecule of C4H8O2, from OMol25.

Structure (XYZ):
```
14
Properties=species:S:1:pos:R:3:forces:R:3
O 0.591 1.639 -1.761 0.112 0.298 0.129
C 0.060 0.458 -1.216 0.110 -0.726 -0.116
C -0.151 0.517 0.285 0.399 -0.229 0.019
C -1.159 -0.335 1.007 -0.236 -0.056 0.063
C 0.277 -0.727 1.063 0.090 0.580 0.089
O 0.694 -1.837 0.336 0.154 0.054 -0.354
H 1.271 1.966 -1.159 -0.048 -0.023 -0.164
H 0.755 -0.400 -1.449 -0.359 0.822 -0.207
H -0.846 0.220 -1.779 -0.027 0.195 0.156
H 0.101 1.475 0.745 -0.112 -0.199 -0.194
H -1.802 -0.965 0.400 0.092 0.047 0.071
H -1.622 0.072 1.901 0.034 -0.033 -0.144
H 0.849 -0.553 1.972 -0.173 -0.181 -0.068
H 0.984 -1.517 -0.542 -0.035 -0.549 0.720
```
Forces are in eV/Å.

The calculation puts the LUMO energy at 0.85 eV. The orbital gap comes out at 0.3969 Ha. Its spin multiplicity is 1. The value obtained for the HOMO energy is -9.9504 eV. As for the SMILES: OC[C@H]1C[C@H]1O.

***

(4)
The following is a quantum chemistry calculation of C34H32BaN6S2 as an isolated structure at a distorted geometry, from OMol25.

Structure (XYZ):
```
75
Properties=species:S:1:pos:R:3:forces:R:3
Ba 0.092 -0.134 -0.685 -0.822 1.558 -0.387
C -0.118 -3.001 2.019 3.044 2.419 -0.454
C 0.121 -1.605 2.765 -0.055 -0.937 0.412
C -1.190 -0.882 2.912 -1.315 -0.158 -0.636
C -1.916 -1.011 4.124 0.505 0.365 0.522
C -3.096 -0.281 4.223 -0.831 -0.342 -0.405
C -3.703 0.287 3.050 -0.975 0.791 3.972
C -2.924 0.360 1.970 1.592 -1.042 -1.525
N -1.706 -0.234 1.842 0.370 -0.058 1.225
N 0.281 -2.792 0.572 -1.349 -0.534 0.685
C -0.692 -3.546 -0.251 0.806 -0.920 1.062
C -2.024 -2.901 -0.513 1.346 0.530 0.613
C -3.134 -3.325 0.151 -1.578 -0.305 0.172
C -4.404 -2.832 -0.281 3.701 0.281 -0.604
C -4.347 -1.914 -1.305 -1.204 0.183 -0.553
C -3.134 -1.580 -1.972 -1.272 1.157 0.305
N -1.975 -1.949 -1.488 -0.247 -1.737 -0.109
C 1.650 -3.325 0.448 -1.456 -0.441 0.033
C 2.449 -2.777 -0.656 1.660 0.815 -2.357
C 3.850 -2.983 -0.678 -0.371 2.275 -0.940
C 4.595 -2.154 -1.594 -0.001 -1.720 1.379
C 3.979 -1.378 -2.528 0.556 0.460 -0.592
C 2.601 -1.393 -2.532 -0.724 -0.763 -0.602
N 1.835 -2.050 -1.666 1.022 -1.057 1.896
H -1.115 -3.228 2.242 -1.594 -0.610 -0.513
H 0.535 -3.818 2.374 -0.413 0.364 0.421
H 0.860 -0.934 2.266 -0.331 -0.747 0.359
H 0.419 -1.844 3.801 0.382 0.292 -0.473
H -1.481 -1.609 4.999 -0.682 1.202 -1.340
H -3.589 -0.141 5.194 0.084 -0.396 -0.462
H -4.692 0.847 3.179 1.606 -0.934 -0.503
H -3.260 0.872 1.114 -0.292 0.520 -1.113
H -0.779 -4.528 0.325 -0.331 0.653 -1.375
H -0.248 -3.633 -1.231 0.265 -0.606 -0.294
H -3.060 -4.047 0.988 -0.012 0.361 -0.827
H -5.250 -3.302 0.086 -1.828 -0.117 0.817
H -5.300 -1.441 -1.588 0.615 -0.328 -0.432
H -3.142 -0.949 -2.883 0.067 -0.157 0.920
H 1.667 -4.444 0.398 -0.048 0.582 0.345
H 2.089 -2.961 1.354 0.813 -0.291 0.640
H 4.447 -3.532 0.049 -0.594 -0.133 0.000
H 5.673 -2.218 -1.502 0.011 0.109 -0.250
H 4.516 -0.791 -3.294 -0.327 -0.340 0.705
H 2.068 -0.964 -3.351 -0.241 0.605 -0.289
N 2.323 0.888 0.825 0.110 0.897 0.782
C 2.150 1.985 1.834 -0.326 -0.575 -1.734
C 3.112 2.218 2.787 -1.300 1.997 -0.754
C 2.996 3.443 3.595 1.181 -2.794 -1.366
C 1.928 4.231 3.450 -1.803 0.715 0.019
C 0.838 4.000 2.522 0.790 -0.239 -1.048
C -0.176 4.995 2.215 1.746 -1.347 -0.047
C -1.064 4.736 1.186 0.491 1.329 1.963
C -1.075 3.438 0.729 0.406 -1.140 -1.374
N -0.053 2.583 0.835 -1.651 -0.881 -0.688
C 0.949 2.848 1.647 1.233 1.244 2.647
H 2.811 0.123 1.298 0.266 0.427 -0.582
H 2.815 1.212 -0.052 -0.580 -0.356 1.300
H 4.061 1.695 2.745 -0.198 -0.237 0.195
H 3.921 3.620 4.124 -0.450 0.630 0.699
H 1.784 5.080 4.080 0.295 0.749 0.304
H -0.069 5.924 2.758 -0.390 0.188 -0.117
H -1.756 5.510 0.845 0.003 -0.547 0.138
H -1.961 3.138 0.174 0.486 -0.361 -0.385
S 1.720 1.786 -2.532 0.996 -0.124 1.568
C 0.710 1.990 -3.889 -1.598 -0.300 -1.145
C 1.269 2.411 -5.105 -1.932 -0.998 0.170
C 0.535 2.372 -6.287 -0.891 -0.518 0.344
C -0.828 1.965 -6.268 1.695 0.660 -0.842
C -1.414 1.729 -5.037 -0.428 -0.210 -2.460
C -0.701 1.702 -3.874 0.715 1.111 0.661
S -1.737 1.721 -2.476 -0.133 -0.741 1.645
H 2.281 2.658 -5.064 1.548 0.477 -0.269
H 1.053 2.593 -7.200 -0.025 0.158 -0.448
H -1.379 1.887 -7.225 0.236 0.138 0.794
H -2.486 1.587 -5.084 -0.044 -0.199 0.580
```
Forces are in eV/Å.

The calculation puts the LUMO energy at -0.14 eV. The orbital gap comes out at 0.1786 Ha. Its spin multiplicity is 1. The value obtained for the HOMO energy is -4.9995 eV.

***

(5)
The following is a quantum chemistry calculation of C41H31BrCoF4N2O2PSe as an isolated structure, from OMol25.

Structure (XYZ):
```
84
Properties=species:S:1:pos:R:3:forces:R:3
Co -0.306 1.044 0.341 -0.093 0.146 0.579
O 0.714 2.655 0.391 -0.046 0.110 0.023
C 0.410 3.766 -0.210 -0.017 -0.010 0.033
C 1.405 4.770 -0.291 -0.066 0.054 -0.025
C 1.184 5.963 -0.940 -0.004 -0.009 0.024
C -0.049 6.241 -1.535 0.006 -0.048 0.013
C -1.044 5.291 -1.448 0.026 0.045 0.008
C -0.850 4.061 -0.808 -0.040 -0.166 -0.024
C -1.953 3.117 -0.836 0.000 -0.425 0.342
N -1.862 1.914 -0.396 -0.075 0.274 -0.719
N -2.960 1.071 -0.568 0.181 0.259 0.039
C -2.603 -0.138 -0.223 -0.080 -0.194 -0.017
O -1.439 -0.483 0.200 0.005 0.041 0.023
C -3.618 -1.226 -0.328 0.036 0.029 0.019
C -3.349 -2.456 0.263 -0.001 0.018 -0.008
C -4.275 -3.486 0.183 -0.011 -0.001 -0.009
C -5.473 -3.293 -0.491 0.012 0.011 -0.003
C -5.744 -2.065 -1.082 -0.013 -0.032 0.009
C -4.823 -1.034 -0.998 0.043 0.017 0.006
H 2.356 4.556 0.179 0.051 -0.018 0.005
H 1.982 6.694 -0.993 0.049 0.037 0.009
H -0.221 7.177 -2.047 -0.008 0.041 -0.022
H -2.012 5.483 -1.895 -0.041 -0.004 -0.033
H -2.893 3.425 -1.292 -0.020 0.019 0.062
H -2.415 -2.584 0.793 0.033 -0.002 0.037
H -4.063 -4.437 0.654 0.004 -0.012 0.007
H -6.195 -4.097 -0.555 -0.027 -0.024 -0.002
H -6.677 -1.911 -1.606 -0.029 -0.001 -0.018
H -5.018 -0.071 -1.447 -0.014 0.036 -0.012
F 2.085 5.385 -4.440 -0.032 -0.499 0.268
C 1.974 4.204 -3.808 0.110 0.173 -0.083
C 3.049 3.680 -3.110 -0.021 0.150 -0.133
F 4.209 4.354 -3.063 -0.339 -0.152 -0.012
C 2.924 2.461 -2.455 0.205 0.069 0.000
F 4.032 2.034 -1.823 -0.333 0.123 -0.160
C 1.738 1.737 -2.457 -0.011 0.107 0.215
P 1.351 0.374 -1.266 -0.107 -0.176 -0.169
C 2.904 0.017 -0.375 -0.039 0.002 -0.030
C 3.193 0.792 0.747 0.000 -0.080 0.041
C 4.321 0.517 1.502 0.010 -0.025 0.003
C 5.156 -0.536 1.157 -0.004 0.000 -0.003
C 4.860 -1.320 0.052 0.005 0.009 0.016
C 3.736 -1.044 -0.713 0.005 0.000 -0.055
C 1.173 -1.086 -2.344 0.002 0.045 -0.017
C 1.684 -1.163 -3.635 0.076 -0.013 0.002
C 1.506 -2.311 -4.392 -0.007 -0.011 -0.002
C 0.821 -3.394 -3.860 0.000 -0.025 -0.024
C 0.306 -3.322 -2.573 0.004 -0.020 -0.003
C 0.473 -2.171 -1.819 -0.096 0.057 -0.020
C 0.680 2.271 -3.212 0.012 -0.067 -0.118
Br -0.938 1.334 -3.438 0.029 -0.040 -0.045
C 0.790 3.479 -3.872 0.116 0.234 -0.103
F -0.221 3.980 -4.594 0.230 -0.114 0.164
H 2.522 1.588 1.036 0.007 0.047 0.001
H 4.531 1.115 2.379 0.009 0.018 0.029
H 6.028 -0.756 1.758 0.030 -0.006 0.019
H 5.499 -2.151 -0.215 0.029 -0.033 -0.008
H 3.509 -1.665 -1.570 -0.002 0.001 0.004
H 2.222 -0.322 -4.054 0.006 0.032 -0.012
H 1.901 -2.359 -5.399 0.012 -0.002 -0.023
H 0.679 -4.290 -4.451 0.005 0.002 0.001
H -0.240 -4.158 -2.158 -0.024 -0.012 0.003
H 0.030 -2.096 -0.834 -0.003 0.006 -0.067
C -1.441 -4.702 5.304 0.019 0.005 -0.001
C -1.127 -3.393 4.630 -0.004 0.023 0.012
C -1.626 -2.194 5.117 -0.007 -0.044 -0.062
C -1.311 -0.972 4.532 0.043 0.000 -0.025
C -1.907 0.280 5.110 0.041 0.025 -0.019
C -0.446 -0.930 3.424 -0.117 0.058 -0.036
Se 0.111 0.773 2.743 0.230 0.105 -0.004
C 0.025 -2.140 2.895 0.041 0.013 -0.117
C 0.899 -2.178 1.672 0.079 0.085 0.062
C -0.315 -3.342 3.507 -0.074 -0.017 -0.039
H -2.330 -4.619 5.928 -0.047 0.002 0.028
H -0.617 -5.023 5.945 0.017 -0.012 0.017
H -1.613 -5.494 4.574 -0.007 -0.034 -0.033
H -2.292 -2.206 5.973 -0.028 -0.002 0.050
H -2.691 0.033 5.826 -0.020 -0.002 0.042
H -2.319 0.911 4.323 -0.022 0.006 -0.017
H -1.148 0.881 5.615 0.019 0.024 0.000
H 0.705 -1.311 1.042 0.025 -0.149 0.081
H 0.723 -3.090 1.099 0.028 -0.055 0.032
H 1.961 -2.143 1.936 0.018 0.034 0.022
H 0.065 -4.266 3.083 0.022 -0.055 -0.020
```
Forces are in eV/Å.

The calculation puts the LUMO energy (spin up / spin down) at 2.32 / 2.33 eV. The orbital gap (spin up / spin down) comes out at 0.2340 / 0.2336 Ha. Its spin multiplicity is 2. The value obtained for the HOMO energy (spin up / spin down) is -4.0439 / -4.0286 eV. As for the charge: -1.